Density functional theory data (wB97M-V/def2-TZVPD) for a single C4H12OP2 molecule in a non-equilibrium geometry.

The geometry in XYZ format:
```
19
Properties=species:S:1:pos:R:3
C 1.70299 0.69676 -1.06449
C 1.19517 -0.52114 -0.30544
C 2.17698 -0.93501 0.78514
O -0.07825 -0.33165 0.32769
P -1.12898 0.88848 0.33631
C -2.73454 0.41640 0.80297
P -3.57668 -0.55908 -0.50422
H 2.72516 0.51475 -1.38328
H 1.09665 0.88884 -1.94763
H 1.69010 1.57240 -0.41721
H 1.05873 -1.35744 -1.00431
H 2.36840 -0.10031 1.45591
H 3.11456 -1.25032 0.33554
H 1.76698 -1.76060 1.35962
H -0.69903 1.61523 -0.79916
H -0.66360 1.76601 1.31033
H -3.25205 1.35543 1.01865
H -4.23283 -1.42776 0.37054
H -2.52976 -1.47099 -0.67696
```

The HOMO-LUMO gap is 8.056 eV. The SMILES is CC(C)O[PH2]=CP. Its electronic energy is -917.4573 a.u. The calculation puts the HOMO energy at -0.2671 Ha.